ORCA calculation (wB97M-V/def2-TZVPD) on a single C4H5FN2O molecule.

- multiplicity = 1
- ΔE to the lowest compared entry with this formula, charge and spin (kJ/mol) = 72.1
- gap between HOMO and LUMO (Ha) = 0.3718

Cartesian coordinates (Å):
O1 -2.329 1.380 1.336
C1 -1.410 0.541 0.747
C2 -0.354 0.998 -0.105
C3 0.404 -0.119 -0.354
C4 1.716 -0.340 -1.118
F1 1.784 -1.650 -1.548
N1 -0.065 -1.088 0.449
N2 -1.285 -0.751 1.048
H1 -2.649 0.868 2.082
H2 -0.191 2.027 -0.370
H3 2.519 -0.023 -0.454
H4 1.703 0.222 -2.090
H5 0.157 -2.065 0.379

Here are the Mulliken charges for atoms 1 to 6, given in e: atom 1 (O): -0.491, atom 2 (C): 0.487, atom 3 (C): -0.493, atom 4 (C): 0.154, atom 5 (C): -0.181, atom 6 (F): -0.292



ORCA calculation (wB97M-V/def2-TZVPD) on a single C4H5FN2S molecule.

- multiplicity = 1
- ΔE to the lowest compared entry with this formula, charge and spin (kJ/mol) = 357.7
- gap between HOMO and LUMO (spin up / spin down) (Ha) = 0.2514 / 0.2411

Cartesian coordinates (Å):
F1 -0.164 -1.181 2.608
C1 0.849 -1.204 1.765
N1 0.412 -0.670 0.495
C2 0.457 0.628 0.354
C3 -0.086 1.363 -0.749
C4 -0.835 0.795 -1.787
N2 -1.229 -0.480 -1.676
S1 -1.837 -1.605 -2.534
H1 1.058 -2.292 1.687
H2 1.759 -0.625 2.047
H3 0.808 1.316 1.133
H4 -0.017 2.477 -0.730
H5 -1.175 1.478 -2.615

Here are the Mulliken charges for atoms 1 to 6, given in e: atom 1 (F): -0.272, atom 2 (C): -0.137, atom 3 (N): -0.452, atom 4 (C): 0.184, atom 5 (C): -0.463, atom 6 (C): -0.057



ORCA calculation (wB97M-V/def2-TZVPD) on a single C4H5FN2S molecule.

- multiplicity = 1
- ΔE to the lowest compared entry with this formula, charge and spin (kJ/mol) = 126.4
- gap between HOMO and LUMO (Ha) = 0.3163

Cartesian coordinates (Å):
F1 0.074 1.572 -1.237
C1 0.434 1.003 -0.013
C2 -0.883 0.574 0.681
C3 -1.409 -0.577 -0.147
N1 -0.637 -1.455 -0.680
N2 0.677 -1.311 -0.392
C4 1.324 -0.165 -0.208
S1 2.974 -0.077 -0.095
H1 1.016 1.682 0.628
H2 -1.626 1.360 0.764
H3 -0.751 0.199 1.728
H4 -2.494 -0.758 -0.339
H5 1.302 -2.048 -0.690

Here are the Mulliken charges for atoms 1 to 6, given in e: atom 1 (F): -0.290, atom 2 (C): 0.196, atom 3 (C): -0.634, atom 4 (C): -0.037, atom 5 (N): -0.709, atom 6 (N): 0.196



ORCA calculation (wB97M-V/def2-TZVPD) on a single C4H5FO molecule.

- multiplicity = 1
- ΔE to the lowest compared entry with this formula, charge and spin (kJ/mol) = 78.1
- gap between HOMO and LUMO (Ha) = 0.3850

Cartesian coordinates (Å):
C1 1.925 1.303 -0.030
C2 1.059 0.314 -0.120
F1 1.303 -0.986 -0.123
C3 -0.626 0.445 -0.150
C4 -1.204 -0.942 -0.182
O1 -1.099 1.556 -0.168
H1 2.875 0.969 0.181
H2 1.535 2.254 -0.164
H3 -1.482 -1.255 -1.172
H4 -2.145 -0.879 0.263
H5 -0.537 -1.658 0.292

Here are the Mulliken charges for atoms 1 to 6, given in e: atom 1 (C): -0.874, atom 2 (C): 0.413, atom 3 (F): -0.267, atom 4 (C): 0.668, atom 5 (C): -1.097, atom 6 (O): -0.524



ORCA calculation (wB97M-V/def2-TZVPD) on a 2-piece molecular cluster, C4H5FO2 overall.

- multiplicity = 1
- ΔE to the lowest compared entry with this formula, charge and spin (kJ/mol) = 288.6
- gap between HOMO and LUMO (Ha) = 0.3339

Cartesian coordinates (Å):
C1 1.991 0.767 -0.119
C2 0.536 -1.118 -0.452
C3 -0.958 0.293 0.945
C4 -0.836 -0.440 -0.337
O1 2.071 0.784 -1.311
O2 2.039 0.915 1.030
F1 0.610 -1.744 -1.562
H1 -0.624 1.361 0.702
H2 -0.272 -0.035 1.719
H3 -1.939 0.256 1.269
H4 -1.094 0.185 -1.329
H5 -1.525 -1.224 -0.555

Here are the Mulliken charges for atoms 1 to 6, given in e: atom 1 (C): 0.858, atom 2 (C): -0.164, atom 3 (C): -1.080, atom 4 (C): -0.296, atom 5 (O): -0.437, atom 6 (O): -0.379



ORCA calculation (wB97M-V/def2-TZVPD) on a single C4H5FO2 molecule.

- multiplicity = 1
- ΔE to the lowest compared entry with this formula, charge and spin (kJ/mol) = 202.5
- gap between HOMO and LUMO (Ha) = 0.3977

Cartesian coordinates (Å):
O1 -1.429 2.193 1.250
C1 -0.899 1.847 0.202
O2 -0.368 0.709 -0.262
C2 -0.079 -0.249 0.723
C3 0.507 -1.380 0.615
C4 1.196 -1.916 -0.620
F1 0.800 -0.997 -1.640
H1 -0.695 2.510 -0.661
H2 -0.655 -0.083 1.691
H3 0.767 -1.845 1.583
H4 2.373 -1.653 -0.497
H5 1.044 -2.987 -0.778

Here are the Mulliken charges for atoms 1 to 6, given in e: atom 1 (O): -0.494, atom 2 (C): 0.194, atom 3 (O): -0.186, atom 4 (C): -0.089, atom 5 (C): -0.314, atom 6 (C): -0.171



ORCA calculation (wB97M-V/def2-TZVPD) on a single C4H5FO2S molecule.

- multiplicity = 1
- ΔE to the lowest compared entry with this formula, charge and spin (kJ/mol) = 33.6
- gap between HOMO and LUMO (Ha) = 0.3458

Cartesian coordinates (Å):
C1 2.172 0.140 0.550
S1 1.306 -0.680 -0.817
C2 -0.381 -0.325 -0.424
C3 -1.176 -1.381 -0.216
F1 -2.507 -1.273 -0.045
C4 -0.827 1.126 -0.396
O1 -0.051 2.030 -0.529
O2 -2.132 1.357 -0.197
H1 1.883 -0.301 1.520
H2 1.945 1.210 0.518
H3 3.244 0.000 0.386
H4 -0.846 -2.422 -0.207
H5 -2.630 0.518 -0.142

Here are the Mulliken charges for atoms 1 to 6, given in e: atom 1 (C): -0.730, atom 2 (S): -0.074, atom 3 (C): -0.094, atom 4 (C): 0.039, atom 5 (F): -0.267, atom 6 (C): 0.545



ORCA calculation (wB97M-V/def2-TZVPD) on C4H5FS as an isolated structure.

- multiplicity = 1
- ΔE to the lowest compared entry with this formula, charge and spin (kJ/mol) = 601.0
- gap between HOMO and LUMO (Ha) = 0.2782

Cartesian coordinates (Å):
C1 0.764 1.081 -0.147
C2 0.906 -0.216 0.009
C3 -0.272 -0.957 -0.046
C4 -1.461 -0.566 0.011
H1 1.784 1.470 -0.947
H2 -0.622 1.226 -0.462
H3 0.902 1.574 1.189
H4 -2.564 -0.904 0.425
H5 -1.675 0.608 0.067
F1 -0.018 -2.255 -0.135
S1 2.256 -1.060 0.035

Here are the Mulliken charges for atoms 1 to 6, given in e: atom 1 (C): -0.745, atom 2 (C): 0.112, atom 3 (C): 0.665, atom 4 (C): -0.616, atom 5 (H): 0.291, atom 6 (H): 0.140



ORCA calculation (wB97M-V/def2-TZVPD) on a single C4H5FS molecule.

- multiplicity = 1
- ΔE to the lowest compared entry with this formula, charge and spin (kJ/mol) = 333.7
- gap between HOMO and LUMO (Ha) = 0.3310

Cartesian coordinates (Å):
C1 -2.060 -1.245 -1.118
C2 -0.656 -0.820 -1.073
S1 -0.128 0.888 -0.589
C3 1.098 0.409 0.489
C4 1.636 1.411 1.341
F1 1.710 2.841 1.211
H1 -2.775 -0.365 -0.905
H2 -2.585 -2.350 -1.527
H3 0.268 -1.470 -1.058
H4 1.363 -0.471 0.908
H5 2.130 1.172 2.321

Here are the Mulliken charges for atoms 1 to 6, given in e: atom 1 (C): -0.491, atom 2 (C): -0.193, atom 3 (S): -0.073, atom 4 (C): -0.077, atom 5 (C): -0.288, atom 6 (F): -0.244



ORCA calculation (wB97M-V/def2-TZVPD) on C4H5GdO2 as an isolated structure.

- multiplicity = 8
- ΔE to the lowest compared entry with this formula, charge and spin (kJ/mol) = 1067.3
- gap between HOMO and LUMO (spin up / spin down) (Ha) = 0.2204 / 0.2373
- total charge = +2
- <S²> = 15.83

Cartesian coordinates (Å):
H1 2.805 -2.500 2.265
O1 1.307 0.386 0.372
C1 -0.627 0.651 -0.947
C2 -1.656 1.548 -1.207
C3 0.565 1.121 -0.392
C4 -1.323 -0.592 -0.386
O2 -0.762 -1.286 0.502
Gd1 1.134 -1.865 1.561
H2 2.120 0.831 0.667
H3 -2.535 0.630 -0.748
H4 0.806 2.185 -0.467
H5 -1.832 -1.109 -1.220

Here are the Mulliken charges for atoms 1 to 6, given in e: atom 1 (H): 0.120, atom 2 (O): -0.274, atom 3 (C): 0.370, atom 4 (C): -0.343, atom 5 (C): -0.080, atom 6 (C): 0.029